[1]
Computed, not measured: a structure of composition C48H47IrN3SSi, with wB97M-V/def2-TZVPD.

Net charge: +1
LUMO energy (alpha / beta), eV: -4.51 / -4.30
E_HOMO (alpha / beta), eV: -10.551 / -10.419
HOMO-LUMO gap (alpha / beta), eV: 6.0440 / 6.1142
2S+1: 1
Energy relative to the best compared isomer or geometry (same formula, charge and spin), kcal/mol: 74.45

Positions of all 101 atoms, in Å:
1 Ir -0.32 0.43 0.37
2 C -3.16 1.80 -1.95
3 C -2.64 1.84 -0.53
4 C -2.09 3.01 0.01
5 C -1.98 4.28 -0.79
6 C -1.75 3.07 1.39
7 C -1.26 4.39 1.92
8 C -1.98 1.97 2.22
9 C -1.91 2.06 3.72
10 C -2.43 0.75 1.66
11 C -2.78 -0.39 2.58
12 C -2.80 0.69 0.29
13 C -3.60 -0.48 -0.21
14 H -4.19 2.13 -1.97
15 H -3.11 0.79 -2.35
16 H -2.58 2.43 -2.61
17 H -0.94 4.62 -0.83
18 H -2.57 5.06 -0.32
19 H -2.33 4.15 -1.81
20 H -2.10 5.08 2.05
21 H -0.56 4.85 1.23
22 H -0.77 4.28 2.88
23 H -1.18 1.36 4.12
24 H -2.88 1.80 4.14
25 H -1.66 3.05 4.07
26 H -3.81 -0.31 2.90
27 H -2.16 -0.39 3.47
28 H -2.65 -1.35 2.08
29 H -2.98 -1.22 -0.70
30 H -4.35 -0.15 -0.92
31 H -4.13 -0.96 0.60
32 S 2.62 -5.11 0.70
33 C 1.35 -3.88 0.81
34 C 1.33 -2.97 1.86
35 C 0.36 -1.99 1.86
36 N -0.50 -1.80 0.84
37 C -0.53 -2.74 -0.11
38 C 0.35 -3.80 -0.15
39 C 1.51 -6.53 0.76
40 C 0.93 -7.08 -0.36
41 C 0.08 -8.16 -0.17
42 N -0.18 -8.68 1.01
43 C 0.37 -8.14 2.08
44 C 1.22 -7.05 2.01
45 H 2.06 -3.02 2.65
46 H 0.25 -1.31 2.69
47 H -1.29 -2.63 -0.87
48 H 0.28 -4.52 -0.95
49 H 1.13 -6.70 -1.35
50 H -0.40 -8.65 -1.01
51 H 0.14 -8.60 3.03
52 H 1.66 -6.61 2.90
53 C 4.84 2.73 -1.67
54 C 3.77 3.28 -0.99
55 C 2.53 2.66 -1.03
56 C 2.34 1.49 -1.77
57 C 3.41 0.98 -2.49
58 C 4.65 1.59 -2.43
59 Si 0.59 0.67 -1.87
60 C 0.54 -1.13 -2.57
61 C -0.66 -1.62 -3.10
62 C -0.69 -2.81 -3.81
63 C 0.46 -3.56 -3.95
64 C 1.63 -3.15 -3.33
65 C 1.66 -1.94 -2.64
66 C -0.10 1.72 -3.33
67 C 0.06 3.11 -3.28
68 C -0.44 3.92 -4.27
69 C -1.13 3.38 -5.34
70 C -1.27 2.00 -5.43
71 C -0.74 1.19 -4.44
72 H 5.81 3.20 -1.62
73 H 3.90 4.19 -0.42
74 H 1.70 3.10 -0.49
75 H 3.27 0.13 -3.12
76 H 5.48 1.16 -2.98
77 H -1.57 -1.06 -2.95
78 H -1.61 -3.14 -4.26
79 H 0.45 -4.48 -4.51
80 H 2.52 -3.75 -3.39
81 H 2.58 -1.63 -2.16
82 H 0.59 3.55 -2.45
83 H -0.29 4.99 -4.22
84 H -1.54 4.01 -6.11
85 H -1.79 1.56 -6.27
86 H -0.81 0.12 -4.57
87 C 1.68 0.82 1.64
88 C 1.52 1.25 2.99
89 C 1.38 2.63 3.29
90 C 1.17 3.07 4.57
91 C 1.09 2.15 5.63
92 C 1.31 0.79 5.37
93 C 1.53 0.35 4.09
94 C 0.80 2.60 6.92
95 N 0.52 2.98 7.97
96 H 2.12 -0.16 1.51
97 H 2.09 1.58 0.98
98 H 1.45 3.33 2.47
99 H 1.07 4.13 4.77
100 H 1.32 0.09 6.19
101 H 1.76 -0.69 3.93

[2]
Computed, not measured: a cluster of 5 separate species, C48H48F32N3O13P in total, with wB97M-V/def2-TZVPD.

LUMO energy, eV: -0.87
E_HOMO, eV: -8.029
HOMO-LUMO gap, eV: 7.1565
2S+1: 1
SMILES: CCCCc1c(N=C=O)c(CP(=O)(O)O)c(CCC(=O)Nc2ccccc2)c2c1C(=O)N(CCOC(=O)CC)C2=O.FC(F)C(F)(F)COC(F)(F)C(F)F.FC(F)C(F)(F)COC(F)(F)C(F)F.FC(F)C(F)(F)COC(F)(F)C(F)F.FC(F)C(F)(F)COC(F)(F)C(F)F

Positions of all 145 atoms, in Å:
1 C 5.59 -4.82 -1.10
2 C 4.62 -4.68 -2.37
3 C 4.01 -3.23 -2.52
4 C 5.12 -2.09 -2.76
5 C 4.60 -0.84 -1.94
6 C 5.19 -0.45 -0.63
7 N 6.31 -1.28 -0.16
8 C 7.39 -0.75 -0.47
9 O 8.40 -0.23 -0.61
10 C 4.65 0.70 0.14
11 C 5.31 1.03 1.52
12 P 4.15 0.92 2.98
13 O 4.19 2.21 3.71
14 O 2.63 0.38 2.59
15 O 4.79 -0.24 4.04
16 C 3.51 1.48 -0.42
17 C 2.81 2.68 0.29
18 C 3.76 3.88 0.70
19 C 2.85 4.89 1.55
20 O 2.99 4.94 2.74
21 N 1.84 5.75 0.94
22 C 0.62 5.04 0.65
23 C 0.09 3.91 1.40
24 C -1.15 3.19 1.03
25 C -1.93 3.62 -0.15
26 C -1.42 4.80 -0.91
27 C -0.18 5.50 -0.53
28 C 3.01 1.07 -1.73
29 C 3.51 -0.07 -2.53
30 C 2.74 -0.22 -3.88
31 O 2.86 -0.99 -4.79
32 N 1.82 0.87 -3.82
33 C 0.54 0.77 -4.55
34 C -0.52 -0.17 -3.87
35 O -0.82 0.18 -2.51
36 C -1.34 -0.94 -1.84
37 O -2.07 -1.73 -2.36
38 C -0.89 -1.12 -0.34
39 C -0.84 -2.66 0.08
40 C 1.87 1.65 -2.62
41 O 1.07 2.54 -2.46
42 H 5.10 -5.53 -0.36
43 H 6.55 -5.27 -1.44
44 H 5.71 -3.85 -0.54
45 H 3.75 -5.37 -2.15
46 H 5.08 -5.05 -3.32
47 H 3.54 -2.98 -1.52
48 H 3.17 -3.16 -3.27
49 H 5.09 -1.85 -3.86
50 H 6.13 -2.39 -2.40
51 H 6.09 0.23 1.69
52 H 5.90 2.00 1.50
53 H 2.51 -0.49 3.03
54 H 4.70 -1.13 3.63
55 H 2.20 2.33 1.17
56 H 2.07 3.11 -0.46
57 H 4.61 3.61 1.38
58 H 4.19 4.44 -0.17
59 H 2.20 6.17 0.08
60 H 0.64 3.51 2.29
61 H -1.54 2.32 1.61
62 H -2.86 3.12 -0.51
63 H -1.99 5.14 -1.80
64 H 0.13 6.38 -1.16
65 H 0.79 0.30 -5.55
66 H 0.15 1.79 -4.80
67 H -1.48 -0.04 -4.46
68 H -0.22 -1.24 -4.00
69 H -1.61 -0.56 0.33
70 H 0.11 -0.63 -0.16
71 H 0.08 -3.09 -0.42
72 H -1.78 -3.13 -0.29
73 H -0.80 -2.75 1.20
74 C -0.06 5.32 6.46
75 C -0.30 3.89 6.97
76 C -0.55 2.81 5.91
77 F -1.54 3.10 5.05
78 F -0.92 1.64 6.52
79 F -1.30 3.92 7.89
80 F 0.82 3.52 7.66
81 O -1.18 6.20 6.33
82 C -2.00 6.04 5.21
83 C -3.36 5.39 5.53
84 F -3.23 4.30 6.32
85 F -3.97 4.99 4.39
86 F -1.32 5.38 4.26
87 F -2.22 7.28 4.72
88 H 0.55 5.80 7.23
89 H 0.56 5.34 5.57
90 H 0.36 2.61 5.34
91 H -4.01 6.10 6.05
92 C -4.56 0.86 6.34
93 C -5.10 1.43 5.02
94 C -6.56 1.89 5.00
95 F -7.44 0.96 5.42
96 F -6.93 2.20 3.73
97 F -4.85 0.53 4.03
98 F -4.34 2.51 4.72
99 O -4.65 -0.56 6.57
100 C -5.89 -1.08 6.95
101 C -6.60 -1.86 5.84
102 F -6.59 -1.20 4.66
103 F -7.89 -2.08 6.16
104 F -6.64 -0.09 7.47
105 F -5.64 -1.93 7.98
106 H -3.49 1.04 6.32
107 H -4.93 1.42 7.21
108 H -6.69 2.79 5.61
109 H -6.11 -2.82 5.67
110 C -5.67 0.45 -3.09
111 C -4.94 1.39 -2.10
112 C -5.67 1.75 -0.80
113 F -6.91 2.24 -0.98
114 F -4.97 2.70 -0.13
115 F -4.56 2.50 -2.78
116 F -3.79 0.75 -1.74
117 O -6.48 1.04 -4.11
118 C -7.76 1.50 -3.75
119 C -7.85 3.03 -3.69
120 F -6.83 3.59 -3.02
121 F -8.99 3.41 -3.06
122 F -8.13 0.89 -2.61
123 F -8.61 1.05 -4.70
124 H -4.88 -0.05 -3.65
125 H -6.20 -0.35 -2.57
126 H -5.75 0.87 -0.15
127 H -7.86 3.45 -4.70
128 C 4.85 -9.52 -6.75
129 C 5.62 -8.68 -5.72
130 C 4.92 -8.37 -4.40
131 F 3.70 -7.81 -4.54
132 F 5.66 -7.48 -3.68
133 F 6.06 -7.55 -6.33
134 F 6.75 -9.38 -5.41
135 O 4.06 -8.85 -7.74
136 C 2.81 -8.35 -7.34
137 C 2.78 -6.82 -7.19
138 F 3.84 -6.35 -6.49
139 F 1.66 -6.43 -6.53
140 F 2.42 -9.01 -6.23
141 F 1.94 -8.71 -8.31
142 H 5.61 -10.03 -7.35
143 H 4.29 -10.33 -6.28
144 H 4.81 -9.27 -3.79
145 H 2.79 -6.35 -8.17

DFT total energy (eV)
-76553.35587 -177889.31337
Maximum force (eV/A)
3.5 3.9